1.
61
Properties=species:S:1:pos:R:3 method="wB97M-V/def2-TZVPD" max_force_ha_per_bohr=0.019 smiles="Cc1ccc(NC(=S)N(CCCN2CCC[C@H](C)C2)Cc2ccco2)cc1C" e_homo_ev=-7.86 e_lumo_ev=0.8 energy_ev=-41740.0096
C -1.6240 -3.0133 -1.8445
C -0.2924 -2.7240 -1.2226
C 0.4824 -1.6697 -1.6842
C 1.7150 -1.3793 -1.1299
C 2.1914 -2.1545 -0.0805
N 3.4488 -1.9038 0.5070
C 4.0744 -0.6860 0.5431
S 5.6989 -0.6260 0.2212
N 3.3512 0.3921 0.9254
C 2.1416 0.2850 1.7146
C 0.9029 0.8917 1.0515
C -0.3681 0.3739 1.7247
N -1.5526 1.0395 1.2163
C -2.6750 0.9509 2.1329
C -3.8245 1.8217 1.6367
C -4.2620 1.3744 0.2472
C -3.0573 1.3964 -0.6912
C -3.4243 0.8985 -2.0852
C -1.9393 0.5437 -0.0921
C 3.9066 1.7207 0.7781
C 3.1842 2.5074 -0.2667
C 2.7282 3.7928 -0.2800
C 2.1325 3.9892 -1.5505
C 2.2683 2.8098 -2.2105
O 2.9063 1.9087 -1.4439
C 1.4335 -3.2276 0.3737
C 0.1986 -3.5204 -0.1825
C -0.5990 -4.6795 0.3315
H -2.4128 -3.0052 -1.0926
H -1.6242 -3.9993 -2.3089
H -1.8619 -2.2733 -2.6042
H 0.1195 -1.0684 -2.5058
H 2.3175 -0.5714 -1.5173
H 4.0996 -2.6786 0.4764
H 1.9574 -0.7698 1.9219
H 2.3216 0.7885 2.6740
H 0.9195 1.9789 1.1227
H 0.8976 0.6196 -0.0016
H -0.2999 0.5816 2.7965
H -0.4280 -0.7232 1.5969
H -2.3472 1.3020 3.1149
H -3.0251 -0.0934 2.2425
H -3.4841 2.8573 1.5936
H -4.6573 1.7605 2.3396
H -5.0494 2.0288 -0.1316
H -4.6635 0.3588 0.2980
H -2.6907 2.4253 -0.7616
H -2.5618 0.9414 -2.7465
H -3.7739 -0.1313 -2.0413
H -4.2154 1.5104 -2.5122
H -1.0698 0.5801 -0.7488
H -2.2725 -0.5097 -0.0322
H 3.8569 2.2583 1.7296
H 4.9603 1.6003 0.4958
H 2.8081 4.5092 0.5116
H 1.6686 4.8831 -1.9132
H 1.9683 2.4947 -3.1901
H 1.8210 -3.8404 1.1755
H -0.8013 -5.3898 -0.4693
H -1.5586 -4.3423 0.7228
H -0.0647 -5.1951 1.1253



2.
300
Properties=species:S:1:pos:R:3 method="wB97M-V/def2-TZVPD" max_force_ha_per_bohr=0.082 total_charge=+4 e_homo_ev=-14.38 e_lumo_ev=-4.9 energy_ev=-296137.7113
C -0.3912 0.5619 14.6108
C 0.3524 1.5345 13.7029
N 1.8366 1.1620 13.4102
C 2.7088 1.2493 14.6890
C 2.1310 -0.1830 12.7274
C 2.2464 -1.4274 13.6142
C 2.3615 2.3595 12.6233
C 2.2352 2.4553 11.1211
O 0.8626 2.5145 10.8490
C 0.6236 2.2481 9.4954
H -1.4841 0.8625 14.6604
H -0.0122 0.6406 15.6314
H -0.3547 -0.4552 14.2935
H 0.4846 2.5078 14.0509
H -0.0750 1.6337 12.7376
H 2.6227 2.2582 14.9567
H 3.7190 0.9664 14.4341
H 2.2844 0.6175 15.4740
H 3.1101 -0.0125 12.1933
H 1.4029 -0.3862 11.9746
H 2.2637 -2.1919 12.8732
H 1.2767 -1.5868 14.1933
H 3.1185 -1.4738 14.2209
H 3.4141 2.5337 12.9179
H 1.8401 3.2711 13.0022
H 2.7590 1.6285 10.7326
H 2.6801 3.4108 10.8002
H -0.4026 2.6262 9.2997
H 0.6913 1.2412 9.1686
H 1.3368 2.8886 8.9415
C 5.8775 13.5384 5.9923
C 6.1752 12.0367 5.7338
N 6.7226 11.7070 4.3718
C 5.7400 11.9661 3.2538
C 8.0068 12.5348 4.1533
C 8.7803 12.2721 2.8613
C 7.1001 10.2566 4.2938
C 6.0150 9.2111 4.1465
O 5.1452 9.3013 5.2474
C 4.0574 8.3756 5.1841
H 6.8100 14.1554 6.0079
H 5.2022 13.5417 6.8996
H 5.3703 13.9861 5.1708
H 5.2074 11.4908 5.6486
H 6.8211 11.6432 6.4576
H 6.0812 11.5166 2.3876
H 5.6564 13.0790 3.0948
H 4.7584 11.6641 3.5525
H 8.6553 12.3904 5.0055
H 7.6354 13.5666 4.1907
H 8.1109 12.2400 2.0371
H 9.2849 11.2990 2.9428
H 9.4475 13.0930 2.7871
H 7.5595 10.0457 5.2883
H 7.7972 10.0227 3.4513
H 6.5599 8.2252 4.0381
H 5.4198 9.4190 3.2642
H 4.4208 7.4078 5.6358
H 3.6621 8.4178 4.1807
H 3.3124 8.7415 5.9465
C -4.2389 -6.7378 -0.7187
C -4.2045 -6.8116 0.8070
N -4.4631 -5.4885 1.4524
C -4.0591 -5.6917 2.8541
C -3.5853 -4.3886 0.8632
C -2.1094 -4.6093 0.9877
C -5.9523 -5.1109 1.3956
C -6.9279 -6.1622 2.0135
O -7.0390 -5.8307 3.4172
C -8.1817 -6.4662 4.0174
H -4.4866 -7.7118 -1.0985
H -3.3104 -6.3935 -0.9957
H -4.9721 -5.9931 -1.1734
H -3.2505 -7.1534 1.1563
H -4.8941 -7.5987 1.1438
H -4.3617 -4.7658 3.4007
H -2.9318 -5.6971 2.8482
H -4.5612 -6.5555 3.3366
H -3.9470 -3.4407 1.2817
H -3.9236 -4.3663 -0.1965
H -1.8651 -5.4953 0.5131
H -1.7328 -4.5440 2.0264
H -1.6785 -3.7771 0.5941
H -6.1339 -4.9229 0.3224
H -6.0376 -4.1261 1.9136
H -6.6225 -7.2463 1.8888
H -7.9070 -6.1921 1.5724
H -8.4358 -7.4009 3.6225
H -9.0627 -5.8287 4.0275
H -7.8638 -6.6822 5.0988
C 2.7085 -2.4007 4.8259
C 3.8747 -2.2469 3.9351
N 3.5891 -1.9341 2.3996
C 2.6804 -2.9905 1.8108
C 2.8560 -0.6149 2.3699
C 2.2679 -0.3128 0.9638
C 4.9250 -1.9784 1.6887
C 5.9557 -0.9163 2.0240
O 5.7762 0.1950 1.1953
C 6.5124 1.3088 1.6815
H 2.2294 -1.4497 4.9692
H 3.1730 -2.6303 5.7944
H 2.0063 -3.2026 4.6746
H 4.4179 -3.1648 3.9015
H 4.5578 -1.4858 4.3480
H 1.6317 -2.8718 2.0403
H 3.1899 -3.9765 2.1207
H 2.6601 -2.9390 0.7351
H 3.4439 0.2436 2.6672
H 2.0386 -0.7286 3.0361
H 1.2276 -0.7082 0.8074
H 2.8750 -0.6599 0.2007
H 2.1125 0.7791 0.8220
H 4.6407 -1.9659 0.6542
H 5.5121 -2.8611 1.8706
H 6.9282 -1.3434 1.9618
H 5.8393 -0.6474 3.0490
H 6.4076 2.1092 0.9797
H 7.6185 1.0060 1.7914
H 6.2400 1.6245 2.6691
C -7.1921 -2.2545 -7.7195
C -5.9932 -1.6478 -7.0653
N -6.0218 -0.1611 -6.9224
C -4.5981 0.2548 -6.9509
C -6.7439 0.3175 -8.1793
C -6.6799 1.8355 -8.2778
C -6.6493 0.3008 -5.5967
C -7.9478 -0.4122 -5.2525
O -8.9543 -0.1540 -6.1997
C -10.2743 -0.4315 -5.6743
H -7.3070 -3.3109 -7.4625
H -7.0874 -2.2092 -8.7725
H -8.0600 -1.6945 -7.4306
H -5.1612 -1.8376 -7.7265
H -5.7731 -1.9853 -6.0462
H -4.1758 0.2510 -7.9607
H -4.0754 -0.3453 -6.2141
H -4.5570 1.2554 -6.5491
H -7.7527 0.0247 -8.2011
H -6.1410 -0.1518 -8.9242
H -7.3030 2.0619 -9.1490
H -5.6882 2.2497 -8.5409
H -7.0732 2.4034 -7.4708
H -6.7486 1.3759 -5.5869
H -5.9697 0.0034 -4.8205
H -8.0693 -0.0929 -4.2145
H -7.6636 -1.3945 -5.1086
H -10.5603 -1.5024 -5.5759
H -10.9571 0.0058 -6.3716
H -10.3830 0.0819 -4.7094
C 5.9260 2.7044 -2.3101
C 5.9811 1.8852 -3.5638
N 5.1056 0.6346 -3.7342
C 5.6694 -0.0412 -4.8826
C 5.1095 -0.0424 -2.3351
C 6.3746 -0.6248 -1.8869
C 3.6425 1.0292 -3.9805
C 3.3017 1.4994 -5.3874
O 3.1066 0.4608 -6.3015
C 3.1120 1.0805 -7.6262
H 6.7574 2.6105 -1.5343
H 4.9490 2.7471 -1.8789
H 6.0265 3.7096 -2.6724
H 6.9822 1.5121 -3.7772
H 5.7546 2.5961 -4.3401
H 4.9523 -0.8589 -5.1256
H 6.6491 -0.4527 -4.6713
H 5.7811 0.6603 -5.7159
H 4.3253 -0.8780 -2.4815
H 4.6657 0.6462 -1.6423
H 6.2820 -1.3692 -1.1519
H 6.9831 0.0949 -1.3903
H 6.8719 -1.1491 -2.7252
H 3.4823 1.8654 -3.2808
H 2.9943 0.2159 -3.6028
H 4.0309 2.2225 -5.7793
H 2.3707 2.1332 -5.1661
H 3.1360 0.3608 -8.3960
H 4.0066 1.7134 -7.7446
H 2.1856 1.6387 -7.6609
C -3.2314 1.9225 0.5036
C -4.5617 2.2917 -0.0781
N -4.6692 2.1777 -1.5554
C -4.2794 0.8434 -2.0057
C -6.1325 2.4905 -2.0098
C -7.1293 1.4468 -1.6247
C -3.8305 3.2368 -2.1954
C -3.6141 3.0483 -3.6952
O -4.6820 3.1028 -4.6261
C -5.0136 4.4595 -5.0405
H -2.9808 0.8392 0.4940
H -3.1927 2.3531 1.5028
H -2.3665 2.3097 -0.0238
H -4.8108 3.3530 0.0583
H -5.3748 1.7504 0.4053
H -4.8376 0.0949 -1.4229
H -3.2229 0.5527 -1.8275
H -4.5658 0.6879 -2.9906
H -5.9739 2.6118 -3.0707
H -6.2578 3.4754 -1.5495
H -8.0116 1.6034 -2.1856
H -7.4214 1.4323 -0.5311
H -6.6726 0.5218 -1.9527
H -2.8865 3.2126 -1.8074
H -4.2260 4.1967 -1.8516
H -3.2165 2.0898 -3.8486
H -2.8294 3.7515 -3.8982
H -5.7759 4.8654 -4.3442
H -5.2521 4.4550 -6.0948
H -4.1491 5.0606 -4.8849
C 1.9901 -6.1983 -7.8324
C 1.2388 -6.4091 -6.5662
N -0.1734 -6.8281 -6.7321
C -0.7579 -7.1146 -5.3511
C -1.0294 -5.6896 -7.3305
C -0.7436 -4.3029 -6.7417
C -0.2320 -7.9556 -7.7629
C -1.4332 -8.9298 -7.6402
O -2.6584 -8.2938 -7.7845
C -3.7157 -9.1262 -8.2539
H 2.9587 -5.8193 -7.5095
H 1.5794 -5.4135 -8.5659
H 2.2787 -7.1110 -8.2836
H 1.2875 -5.5929 -5.7851
H 1.6117 -7.2881 -6.0215
H -1.8553 -7.1315 -5.3674
H -0.3637 -6.3500 -4.7060
H -0.4150 -8.1150 -5.0195
H -2.0570 -6.0535 -7.1694
H -0.7725 -5.7821 -8.4292
H -0.5205 -4.2709 -5.6840
H -1.6154 -3.7242 -7.0187
H 0.0629 -3.8082 -7.2118
H 0.6004 -8.6758 -7.5438
H -0.1120 -7.4803 -8.7002
H -1.3716 -9.5087 -6.7197
H -1.3137 -9.6452 -8.4615
H -4.2449 -9.5133 -7.3360
H -3.4352 -9.8706 -9.0106
H -4.3673 -8.4709 -8.8091
C -4.1398 -4.2469 -4.4121
F -2.8356 -4.4966 -4.4246
F -4.6309 -4.0773 -5.6161
F -4.7379 -5.3137 -3.8573
S -4.4104 -2.7198 -3.2908
O -3.7569 -3.0767 -2.0474
O -3.8384 -1.7031 -4.0827
N -5.9125 -2.4383 -3.2723
S -6.9143 -2.4906 -2.0993
O -6.2978 -2.8249 -0.8302
O -7.8136 -1.3556 -2.0967
C -8.1843 -3.7160 -2.5693
F -8.5319 -3.4768 -3.8548
F -7.6795 -4.9906 -2.5782
F -9.2200 -3.6300 -1.7480
C 4.2208 4.7092 2.7875
F 3.2094 5.3133 2.1129
F 4.9601 3.9512 2.0016
F 5.0190 5.6347 3.4582
S 3.4122 3.4836 3.9448
O 2.5568 4.1597 4.8292
O 2.8461 2.6019 2.9663
N 4.6944 3.0337 4.6665
S 4.7291 1.8827 5.7987
O 3.5059 1.1239 5.9110
O 5.9827 1.0985 5.8070
C 4.9851 2.9658 7.2563
F 5.2371 2.2031 8.3419
F 6.0513 3.7436 7.0634
F 3.9319 3.6602 7.4838
C 4.9766 -4.9048 -1.2971
F 6.1717 -5.2045 -1.7340
F 4.8171 -5.1175 0.0289
F 4.9970 -3.4936 -1.3438
S 3.6289 -5.5738 -2.4448
O 3.8891 -4.9575 -3.7059
O 3.7368 -6.9849 -2.3474
N 2.3669 -4.9302 -1.7948
S 0.9789 -5.5780 -1.5296
O 0.6750 -6.7078 -2.3596
O 0.6560 -5.6768 -0.1409
C -0.0200 -4.1465 -2.1337
F -0.0230 -4.0014 -3.4714
F -1.3093 -4.4333 -1.8257
F 0.3931 -3.0385 -1.5344
C 1.2128 3.8254 -0.6107
F 1.8960 2.8560 -0.0197
F 0.3433 4.2920 0.2572
F 2.0452 4.8126 -0.9402
S 0.4958 3.3878 -2.2715
O -0.4568 4.4530 -2.4739
O 1.5737 3.2274 -3.1801
N -0.4489 2.1008 -1.9512
S 0.0021 0.5945 -1.9804
O 1.4099 0.4388 -1.8858
O -0.9573 -0.0919 -1.1440
C -0.3835 0.0912 -3.6454
F -0.0443 -1.1989 -3.8184
F -1.7235 0.2318 -3.8321
F 0.2653 0.8675 -4.5856



3.
16
Properties=species:S:1:pos:R:3 method="wB97M-V/def2-TZVPD" max_force_ha_per_bohr=0.133 smiles=CC.CC e_homo_ev=-11.11 e_lumo_ev=1.1 energy_ev=-4340.9765
C -1.0247 -1.0265 0.4824
C -0.5074 -2.1592 1.2813
H -0.8583 -1.2225 -0.5971
H -2.1754 -0.9629 0.6909
H -0.8148 0.0023 0.8792
H -1.2472 -2.9060 1.0438
H -0.2863 -2.0135 2.3542
H 0.5156 -2.4535 0.9906
C 1.2401 0.9360 -0.9333
C 0.2809 2.2133 -0.8381
H 0.8137 0.1810 -1.6207
H 2.1718 1.4059 -1.4438
H 1.3573 0.3140 0.0463
H -0.2917 2.3115 -1.6178
H 0.9660 3.0327 -0.8706
H -0.1398 2.3473 0.1528



4.
22
Properties=species:S:1:pos:R:3 method="wB97M-V/def2-TZVPD" max_force_ha_per_bohr=0.049 smiles=CC[C@@H](C)CN.O e_homo_ev=-8.55 e_lumo_ev=0.5 energy_ev=-8964.9421
C 0.1090 -2.6238 -0.0121
C -0.0720 -1.2631 0.6833
C 0.6538 -0.1197 -0.0205
C 0.0390 0.2066 -1.4067
C 0.4943 1.1373 0.9214
N 1.8315 1.7976 0.9748
H -0.5562 -3.3281 0.4960
H 0.1059 -2.6371 -1.0975
H 1.0768 -3.0559 0.2094
H -1.1442 -1.0500 0.5875
H 0.1936 -1.2655 1.7509
H 1.7169 -0.2677 -0.1923
H 0.7455 0.2581 -2.2314
H -0.7310 -0.5420 -1.5956
H -0.6280 1.0830 -1.3132
H -0.2359 1.8630 0.5715
H 0.2488 0.8836 1.9468
H 1.7708 2.7690 1.2411
H 2.4749 1.7146 0.2007
O -2.4005 1.1942 -0.4841
H -3.0355 1.6602 0.1016
H -2.6575 1.5857 -1.3316



5.
12
Properties=species:S:1:pos:R:3 method="wB97M-V/def2-TZVPD" max_force_ha_per_bohr=0.023 smiles=N#C[C@H](O)CN e_homo_ev=-10.23 e_lumo_ev=0.6 energy_ev=-8235.0884
N 2.5512 0.4731 -1.7311
C 1.7423 0.4923 -0.9042
C 0.6749 0.5072 0.1307
O 1.0650 -0.2099 1.2770
C -0.6498 -0.0090 -0.4793
N -1.3963 -0.7604 0.5309
H 0.5619 1.5500 0.4496
H 0.7454 -1.1191 1.1699
H -0.4358 -0.6812 -1.3184
H -1.1902 0.8560 -0.8903
H -1.2804 -0.3470 1.4459
H -2.3883 -0.7520 0.3192



6.
22
Properties=species:S:1:pos:R:3 method="wB97M-V/def2-TZVPD" max_force_ha_per_bohr=0.011 e_homo_ev="-2.85 / -9.52" spin_multiplicity=2 e_lumo_ev="0.6 / 0.4" energy_ev=-9415.8489
C -2.1662 1.0219 -0.4850
C -0.9196 0.2317 -0.0791
C 0.2586 0.6475 -0.9473
C 1.6448 0.1163 -0.5699
N 1.6848 -1.3541 -0.5505
N -1.1937 -1.2601 -0.1987
H -2.1588 1.2646 -1.5472
H -3.0910 0.5123 -0.2529
H -2.1561 1.9871 0.0174
H -0.7041 0.4245 0.9685
H 0.3113 1.7462 -0.9157
H 0.0734 0.3752 -1.9903
H 2.3470 0.5097 -1.2996
H 1.9355 0.4868 0.4108
H 2.2579 -1.7455 -1.2825
H 1.9806 -1.7167 0.3461
H -2.2054 -1.4798 -0.0758
H -0.8846 -1.6112 -1.1220
H -0.6814 -1.8264 0.5213
H 1.0109 1.3165 3.0708
H 1.7331 -0.0334 3.1455
O 0.9230 0.3869 2.8360



7.
14
Properties=species:S:1:pos:R:3 method="wB97M-V/def2-TZVPD" max_force_ha_per_bohr=0.043 smiles="[H]/N=C/N.CC=O" e_homo_ev=-9.49 e_lumo_ev=1.0 energy_ev=-8267.3488
H 2.1285 1.7152 0.0724
N 1.3122 1.0982 0.1268
C 1.8610 -0.0433 0.3613
N 1.1358 -1.2187 0.4477
H 2.9594 -0.1119 0.3672
H 1.6269 -2.0599 0.6938
H 0.3097 -1.2376 1.0683
C -1.6617 0.7888 -0.8576
C -1.5333 -0.4602 0.0210
O -1.5309 -0.3842 1.2290
H -0.9882 0.7685 -1.6889
H -1.3188 1.5899 -0.2134
H -2.7445 1.0407 -1.2214
H -1.5561 -1.4855 -0.4062



8.
23
Properties=species:S:1:pos:R:3 method="wB97M-V/def2-TZVPD" max_force_ha_per_bohr=0.159 total_charge=+2 e_homo_ev="-14.38 / -18.76" spin_multiplicity=3 e_lumo_ev="-8.4 / -12.3" energy_ev=-25330.5635
C -1.7021 1.2588 -0.1933
C 0.6435 0.8392 0.3841
C -2.0566 -1.1297 -0.7856
C 1.9367 -1.8907 0.3573
C 1.9252 -0.9230 -0.7513
N -0.5832 1.6158 0.4678
N -1.7044 0.0640 -0.8798
N 0.8452 0.1438 -0.7128
N -2.7106 2.1200 -0.3113
N 1.3921 0.9783 1.4846
Cl -2.5999 -1.9509 0.5897
H -2.0041 -1.5695 -1.7864
H 2.1093 -1.5377 1.4210
H 1.0249 -2.5086 0.4422
H 2.6614 -2.6928 0.0279
H 2.9337 -0.5016 -0.8114
H 1.6984 -1.4061 -1.7518
H -0.7193 2.3212 1.1804
H 0.1548 0.3717 -1.3967
H -2.7483 3.1028 -0.1323
H -3.4528 1.6879 -0.8909
H 1.0971 1.4891 2.3179
H 1.8590 0.1181 1.7308